1.
The following is a quantum chemistry calculation of a structure of composition C34H25AuN6OSi, from the Open Molecules 2025 dataset.

```
68
Properties=species:S:1:pos:R:3:nbo_charge:R:1
Au 0.25052 0.16087 -0.40136 1.14
C -1.06297 -3.96173 -0.10322 -0.26
C -0.41368 -2.74381 0.14881 0.13
N -0.41669 -1.74640 -0.70935 -0.50
C -1.13300 -1.86686 -1.90367 0.21
C -1.77304 -3.07401 -2.21690 -0.09
C -1.71469 -4.13068 -1.28020 -0.07
C -2.51566 -3.18310 -3.41600 -0.21
C -2.64034 -2.09469 -4.22373 -0.17
C -2.04392 -0.86175 -3.88999 -0.26
C -1.28133 -0.72010 -2.74893 0.15
N -0.68016 0.41117 -2.25336 -0.72
C -0.41708 1.60229 -2.84736 0.17
C -0.56335 1.98628 -4.17209 -0.28
C -0.26363 3.29687 -4.59299 -0.16
C 0.17712 4.25666 -3.73002 -0.25
C 0.39701 3.90096 -2.37748 -0.10
C 0.85186 4.82384 -1.41271 -0.08
C 1.02457 4.44089 -0.11857 -0.27
C 0.81302 3.09868 0.22713 0.11
N 0.41824 2.19917 -0.64862 -0.49
C 0.14952 2.58343 -1.95882 0.21
H -1.04838 -4.71888 0.66661 0.25
H 0.09776 -2.59466 1.08235 0.26
H -2.23546 -5.05441 -1.50236 0.23
H -3.00946 -4.11763 -3.64509 0.22
H -3.23186 -2.15586 -5.12812 0.22
H -2.25522 -0.00933 -4.51179 0.22
H -0.88882 1.27529 -4.91061 0.22
H -0.41365 3.54419 -5.63638 0.22
H 0.36432 5.27212 -4.05187 0.22
H 1.04262 5.84593 -1.71889 0.22
H 1.34899 5.13291 0.64520 0.24
H 0.96233 2.76519 1.23516 0.24
N -3.43448 0.91588 -0.32835 -0.83
C -2.83059 0.08516 0.57521 0.66
O -1.78145 0.46832 1.15235 -0.78
C -3.40927 -1.19684 0.79592 -0.61
C -2.86626 -2.02364 1.80640 0.36
N -2.40320 -2.69463 2.62708 -0.46
C -4.45635 -1.66797 -0.03588 0.30
N -5.27462 -2.00722 -0.78007 -0.42
H -2.90030 1.70756 -0.63771 0.39
H -4.15424 0.55995 -0.93515 0.40
C 3.22434 3.37734 3.69569 -0.21
C 2.09172 2.62824 3.99663 -0.20
C 1.74721 1.54696 3.20036 -0.23
C 2.52829 1.18996 2.09164 -0.42
C 3.67120 1.94309 1.81793 -0.23
C 4.01440 3.03467 2.60937 -0.22
Si 2.09088 -0.27738 1.03253 1.01
C 1.85590 -1.75579 2.11946 -0.55
C 0.81614 -1.81915 3.05725 -0.21
C 0.63872 -2.94922 3.84112 -0.18
C 1.49774 -4.03107 3.69769 -0.20
C 2.53000 -3.98886 2.77152 -0.23
C 2.70675 -2.85734 1.98581 -0.15
H 3.49461 4.22239 4.31637 0.22
H 1.47610 2.89046 4.84770 0.22
H 0.84913 0.98704 3.43562 0.23
H 4.30072 1.68147 0.97428 0.22
H 4.90095 3.61242 2.37984 0.22
H 3.23261 -0.53649 0.12308 -0.17
H 0.08939 -1.01776 3.12917 0.23
H -0.19589 -2.99948 4.52577 0.24
H 1.35051 -4.91779 4.30140 0.22
H 3.19128 -4.83835 2.65509 0.21
H 3.51256 -2.83476 1.26011 0.20
```

As for the HOMO energy: -7.176 eV. For the energy above the lowest of the compared OMol25 structures with the same formula, charge and spin, the calculation gives 32.9 kJ/mol. The HOMO-LUMO gap is 6.2 eV.

=====

2.
The following is a quantum chemistry calculation of a structure of composition C34H25N7O8SY, from the Open Molecules 2025 dataset.

```
76
Properties=species:S:1:pos:R:3:mulliken_charge:R:1
Y 0.74630 -0.35786 -0.96579 0.72
C 1.08875 -3.15128 -3.59112 -1.36
O 0.34368 -2.01882 -3.17580 -0.12
C -0.98790 -2.01595 -3.47509 0.72
C -1.62504 -3.05949 -4.13253 -0.83
C -2.97023 -2.96966 -4.45858 -0.71
C -3.69032 -1.83707 -4.12015 -1.00
C -3.06352 -0.80562 -3.44296 -0.27
C -1.71253 -0.87221 -3.10707 0.89
N -1.04434 0.17363 -2.40026 0.40
N -1.74947 1.23925 -2.38291 -0.80
C -1.43123 2.38022 -1.74803 -0.37
C -0.19761 2.64271 -1.06214 0.91
O 0.75935 1.83177 -1.02809 -0.78
C -0.05887 3.91970 -0.39644 -0.94
C -1.04041 4.84007 -0.40591 -0.95
C -2.26846 4.62854 -1.11576 0.92
C -3.26593 5.61618 -1.14726 -0.85
C -4.43034 5.42425 -1.84913 -0.53
C -4.61905 4.22336 -2.54351 -0.77
C -3.65747 3.24065 -2.51934 -0.44
C -2.45750 3.41114 -1.80224 1.15
H 0.98178 -3.30982 -4.66637 0.57
H 0.77567 -4.04795 -3.05013 0.49
H 2.12868 -2.93521 -3.36636 0.16
H -1.08766 -3.96141 -4.38399 0.40
H -3.44902 -3.79643 -4.96738 0.38
H -4.74202 -1.76165 -4.36549 0.38
H -3.61466 0.06627 -3.12895 0.28
H 0.87635 4.08236 0.12438 0.49
H -0.91006 5.77799 0.12382 0.34
H -3.09951 6.54128 -0.60617 0.37
H -5.19269 6.19269 -1.87174 0.37
H -5.52948 4.06860 -3.10960 0.40
H -3.80434 2.31980 -3.06370 0.33
O 4.78531 -0.42711 -2.51837 -0.79
C 3.66472 -0.63987 -2.07697 0.38
O 2.60330 0.05996 -2.22659 -0.73
C 3.42641 -1.93824 -1.29138 -0.16
C 4.36990 -2.92558 -1.09071 -0.75
C 3.96443 -4.10269 -0.47099 -0.76
C 2.63638 -4.27848 -0.11044 -1.10
C 1.75143 -3.24344 -0.35265 0.31
N 2.16091 -2.10869 -0.91179 2.52
C 0.23803 -3.31007 -0.11058 0.27
O -0.24784 -4.37727 0.23211 -0.80
O -0.37259 -2.20996 -0.36696 -0.61
H 5.38287 -2.75812 -1.42792 0.58
H 4.68297 -4.89200 -0.28502 0.42
H 2.27363 -5.18841 0.34574 0.57
N 2.82445 1.31102 7.58937 -0.58
C 2.61103 0.82246 6.30061 1.15
C 3.01777 1.55910 5.18787 -0.80
C 2.85370 1.04917 3.91188 -0.69
C 2.27007 -0.19309 3.73831 -0.54
C 1.86018 -0.93627 4.83247 -0.21
C 2.03224 -0.43422 6.10848 -0.85
S 2.11217 -0.88514 2.11041 1.87
O 1.60764 -2.22445 2.28543 -0.72
O 3.39400 -0.72123 1.47328 -0.83
N 1.06139 -0.00032 1.23818 -0.07
C -0.22469 0.10918 1.66679 0.32
N -1.11265 0.39111 0.68417 0.38
C -2.37875 0.52961 1.03090 0.02
C -2.81157 0.40727 2.34030 -1.01
C -1.82674 0.12379 3.27281 -0.42
N -0.54916 -0.02009 2.96194 -0.41
H 2.92131 2.30917 7.66459 0.22
H 2.23945 0.91089 8.30290 0.22
H 3.47377 2.53260 5.32950 0.27
H 3.17931 1.61102 3.04504 0.48
H 1.39940 -1.89881 4.65661 0.52
H 1.71454 -1.01287 6.96883 0.26
H -3.07239 0.75174 0.22473 0.33
H -3.84972 0.52063 2.61269 0.39
H -2.06754 0.00763 4.32621 0.40
```

Its total charge is -1. As for the HOMO energy: -5.171 eV. For the energy above the lowest of the compared OMol25 structures with the same formula, charge and spin, the calculation gives 73.7 kJ/mol. The HOMO-LUMO gap is 6.9 eV.

=====

3.
The following is a quantum chemistry calculation of a structure of composition C34H26AsBrClIIrN2O4, from the Open Molecules 2025 dataset.

```
71
Properties=species:S:1:pos:R:3:mulliken_charge:R:1
Ir -0.94928 0.30181 -0.61250 2.00
O 1.77915 -3.63239 -4.60644 -0.53
C 1.17111 -2.76416 -3.79733 0.83
C 0.23380 -3.12638 -2.83229 -0.78
C -0.28902 -2.13845 -2.04193 -0.65
N 0.02512 -0.83037 -2.14106 0.24
C 0.88361 -0.49140 -3.11908 -0.09
Br 1.25138 1.32160 -3.43194 0.03
C 1.48143 -1.41535 -3.94865 -0.75
H 1.50037 -4.53982 -4.42391 0.32
H -0.06650 -4.15323 -2.67236 0.37
H -1.01340 -2.39155 -1.28148 0.62
H 2.17216 -1.09675 -4.71460 0.55
Cl -5.83109 4.90502 -2.13539 -0.24
C -4.79777 3.77379 -1.33326 0.57
C -4.73682 3.75089 0.02956 -0.53
C -3.90605 2.83624 0.71182 -0.16
I -3.84877 2.81563 2.78282 0.10
C -3.13264 1.93891 0.01403 -0.26
O -2.37898 1.00701 0.57772 -1.05
C -3.17738 1.99546 -1.39636 0.84
N -2.35373 1.11376 -2.01915 -0.08
C -2.36799 1.03644 -3.33158 -0.02
C -3.18996 1.85698 -4.11402 -1.18
C -3.99406 2.78717 -3.50717 -0.64
C -4.01172 2.87727 -2.10072 -0.05
H -5.33971 4.44535 0.59845 0.45
H -1.71195 0.30896 -3.79161 0.56
H -3.16501 1.75330 -5.18903 0.43
H -4.61670 3.44987 -4.09240 0.45
C 1.64616 -5.12234 0.15985 -0.57
C 2.60356 -4.15089 -0.09787 -0.72
C 2.32798 -2.81310 0.15981 -0.41
C 1.08730 -2.44310 0.65852 0.01
C 0.13461 -3.42264 0.93682 -0.54
C 0.41082 -4.75832 0.68502 -0.77
As 0.61434 -0.59714 1.03479 2.32
C 2.31260 0.30211 1.07861 0.76
C 2.96714 0.55908 -0.12066 0.00
C 4.17451 1.24184 -0.12517 -0.85
C 4.72827 1.67070 1.07293 -0.69
C 4.07058 1.42001 2.26930 -0.76
C 2.86223 0.73814 2.27693 -0.71
C 0.00191 -0.73319 2.84504 0.02
C 0.73905 -1.49751 3.74704 -0.63
C 0.29916 -1.62400 5.05479 -0.76
C -0.87745 -1.00093 5.45326 -0.56
C -1.61103 -0.24899 4.54821 -0.66
C -1.17502 -0.10746 3.23701 0.22
H 1.86909 -6.16536 -0.02432 0.43
H 3.57489 -4.43397 -0.48319 0.45
H 3.08657 -2.06342 -0.03373 0.43
H -0.82034 -3.14368 1.36672 0.49
H -0.32872 -5.51501 0.91290 0.44
H 2.53398 0.24159 -1.06040 0.24
H 4.67770 1.44126 -1.06232 0.46
H 5.66891 2.20506 1.07395 0.41
H 4.49500 1.76215 3.20384 0.45
H 2.34445 0.57301 3.21337 0.43
H 1.64571 -2.00132 3.43208 0.48
H 0.87026 -2.21245 5.76057 0.42
H -1.22124 -1.10431 6.47407 0.41
H -2.52699 0.23684 4.85868 0.36
H -1.72961 0.50233 2.53822 -0.27
C 0.63136 4.13016 0.52452 -1.48
C 0.17742 2.71527 0.28628 0.90
O 0.03081 1.93586 1.23577 -0.51
O -0.07856 2.34899 -0.91824 -0.69
H 1.17338 4.19290 1.46213 0.35
H -0.25393 4.76469 0.58836 0.34
H 1.24356 4.48150 -0.30363 0.39
```

Its total charge is +1. As for the HOMO energy (spin up / spin down): -10.421 / -10.430 eV. For the energy above the lowest of the compared OMol25 structures with the same formula, charge and spin, the calculation gives 0.0 kJ/mol. The HOMO-LUMO gap (spin up / spin down) is 5.8 / 5.8 eV.